[1]
Density functional theory data (the ωB97M-V functional and the def2-TZVPD basis) for a molecular structure, C22H26AsBrN3O2SZr.

Calculated values
Frontier orbital gap, Ha: 0.145
HOMO, eV: -14.4
Energy relative to the best compared isomer or geometry (same formula, charge and spin), eV: 0.0920
Total energy, eV: -174772.3398

Structure (ORCA input):
```
! RIJCOSX wB97M-V def2-TZVPD def2/J DEFGRID3
* xyz 3 1
Zr -1.665 -1.036 -1.694
Br 7.334 4.453 6.411
C 5.949 3.581 5.517
C 6.039 3.406 4.129
C 5.030 2.764 3.459
C 3.916 2.288 4.176
C 3.838 2.473 5.564
C 4.852 3.117 6.238
N 2.847 1.621 3.620
N 2.865 1.429 2.372
C 1.702 0.795 1.921
C 0.650 0.360 2.715
C -0.457 -0.293 2.169
C -0.517 -0.501 0.813
O -1.568 -1.166 0.169
C 0.512 -0.083 -0.030
N 0.391 -0.363 -1.387
C 1.421 -0.029 -2.194
C 2.561 0.594 -1.731
C 2.675 0.895 -0.382
C 1.644 0.561 0.507
H 6.906 3.778 3.602
H 5.088 2.620 2.390
H 2.972 2.097 6.092
H 4.806 3.264 7.307
H 0.709 0.520 3.782
H -1.258 -0.643 2.808
H 1.317 -0.269 -3.246
H 3.353 0.835 -2.426
H 3.560 1.378 0.010
O -2.955 -2.353 -2.502
S -3.546 -3.525 -3.437
C -3.774 -4.897 -2.279
C -2.493 -5.760 -2.300
C -1.393 -4.983 -3.025
C -2.083 -4.264 -4.169
H -4.670 -5.423 -2.611
H -4.004 -4.423 -1.324
H -2.693 -6.686 -2.838
H -2.204 -6.034 -1.287
H -0.611 -5.641 -3.405
H -0.903 -4.274 -2.357
H -2.485 -4.964 -4.909
H -1.524 -3.499 -4.706
C -3.197 2.040 0.120
As -2.911 1.459 -1.698
C -4.634 1.523 -2.569
C -1.836 2.835 -2.528
H -3.663 3.024 0.087
H -2.243 2.104 0.640
H -3.853 1.340 0.633
H -5.030 2.531 -2.448
H -5.313 0.811 -2.106
H -4.527 1.304 -3.630
H -2.352 3.786 -2.397
H -1.719 2.637 -3.592
H -0.860 2.886 -2.047
*
```

[2]
Density functional theory data (the ωB97M-V functional and the def2-TZVPD basis) for a molecular structure, C36H48GeLuN2O12P4 at a distorted geometry.

Calculated values
Frontier orbital gap, Ha: 0.219
HOMO, eV: -4.2
Energy relative to the best compared isomer or geometry (same formula, charge and spin), eV: 0.0000
Total energy, eV: -192963.9285

Structure (ORCA input):
```
! RIJCOSX wB97M-V def2-TZVPD def2/J DEFGRID3
* xyz -1 1
Lu -1.419 -2.747 2.379
O -0.418 -2.640 0.236
C -0.873 -3.415 -0.942
C -1.692 -4.539 -0.415
N -2.594 -4.224 0.689
C -3.812 -3.514 0.227
C -4.166 -2.382 1.160
O -5.308 -2.291 1.644
O -3.160 -1.568 1.426
C -2.840 -5.488 1.496
C -1.696 -5.749 2.515
O -1.455 -6.901 2.798
O -1.260 -4.708 3.087
H 0.097 -1.852 0.048
H 0.004 -3.817 -1.557
H -1.410 -2.790 -1.609
H -1.030 -5.358 -0.038
H -2.309 -4.937 -1.280
H -4.668 -4.200 0.306
H -3.639 -3.181 -0.808
H -2.945 -6.338 0.820
H -3.772 -5.361 2.092
C -2.860 1.671 5.078
C -2.171 0.427 4.552
O -0.936 0.256 5.300
P -1.565 0.537 2.788
O -2.754 0.863 1.867
O -0.790 1.919 2.766
O -0.720 -0.633 2.418
P -3.375 -1.065 4.814
O -4.635 -0.576 3.890
O -3.720 -1.278 6.241
O -2.706 -2.257 4.046
H -2.096 2.413 5.322
H -3.342 1.391 6.049
H -3.588 2.061 4.424
H -0.833 -0.680 5.472
H -3.243 0.035 1.519
H 0.080 1.942 3.222
H -4.834 -1.249 3.139
N 0.904 2.497 -2.563
P 1.488 2.839 -0.956
C 1.485 4.632 -0.899
C 1.935 5.257 -2.036
C 1.991 6.641 -2.033
C 1.656 7.388 -0.882
C 1.091 6.763 0.234
C 0.908 5.388 0.177
C 3.198 2.344 -0.880
C 3.719 1.623 0.193
C 5.038 1.271 0.241
C 5.863 1.342 -0.859
C 5.349 2.054 -2.014
C 4.010 2.490 -2.025
P -0.324 1.381 -3.309
C -1.695 2.536 -3.445
C -2.577 2.577 -2.343
C -3.379 3.728 -2.262
C -3.281 4.798 -3.225
C -2.320 4.714 -4.199
C -1.631 3.519 -4.416
C 0.364 1.252 -4.965
C 1.736 1.291 -5.196
C 2.234 0.965 -6.489
C 1.368 0.619 -7.515
C -0.039 0.703 -7.297
C -0.528 0.861 -6.009
H 0.870 3.297 -3.184
H 2.267 4.712 -2.923
H 2.317 7.250 -2.879
H 1.749 8.488 -0.847
H 0.689 7.297 1.088
H 0.312 4.816 0.890
H 3.025 1.384 1.008
H 5.452 0.797 1.110
H 6.888 0.941 -0.692
H 6.007 2.186 -2.881
H 3.636 3.044 -2.904
H -2.438 1.883 -1.543
H -4.089 3.800 -1.475
H -3.848 5.715 -3.138
H -2.148 5.589 -4.863
H -1.059 3.328 -5.337
H 2.406 1.582 -4.363
H 3.296 0.981 -6.623
H 1.686 0.423 -8.548
H -0.709 0.513 -8.134
H -1.599 0.741 -5.778
C 4.174 -3.390 3.313
Ge 2.292 -4.074 3.075
C 2.238 -5.592 4.414
C 2.240 -4.904 1.262
C 1.040 -2.673 3.399
H 4.379 -3.503 4.394
H 4.354 -2.362 3.083
H 4.868 -4.079 2.744
H 1.799 -6.510 3.985
H 1.636 -5.335 5.246
H 3.308 -5.856 4.690
H 3.090 -4.918 0.602
H 1.405 -4.377 0.671
H 1.949 -5.978 1.367
H 1.486 -1.696 3.064
H 0.922 -2.766 4.499
*
```

[3]
Density functional theory data (the ωB97M-V functional and the def2-TZVPD basis) for a molecular structure, C17H37N3O6PtSi4Te.

Calculated values
Frontier orbital gap (spin up / spin down), Ha: 0.213 / 0.213
HOMO (spin up / spin down), eV: -7.4 / -7.4
Energy relative to the best compared isomer or geometry (same formula, charge and spin), eV: 2.0500
Total energy, eV: -77040.7206

Structure (ORCA input):
```
! RIJCOSX wB97M-V def2-TZVPD def2/J DEFGRID3
* xyz 0 1
Pt -0.312 -0.340 -0.827
C -3.098 -2.254 -2.454
C -1.697 -2.254 -2.932
N -0.670 -1.636 -2.368
C 0.452 -1.926 -3.101
C 0.104 -2.731 -4.139
N -1.249 -2.923 -4.013
C 0.848 -3.350 -5.261
O 2.139 -3.105 -5.310
O 0.252 -4.024 -6.067
C 1.750 -1.360 -2.645
O 2.767 -1.545 -3.320
O 1.669 -0.725 -1.543
H -3.234 -1.426 -1.763
H -3.322 -3.179 -1.919
H -3.797 -2.156 -3.284
H -1.781 -3.499 -4.648
H 2.449 -2.534 -4.538
N 0.357 3.185 -5.498
C 1.140 3.267 -4.269
C 0.586 2.322 -3.209
O 0.826 2.431 -2.038
O -0.158 1.328 -3.712
H 0.906 3.414 -6.314
H -0.437 3.813 -5.472
H -0.251 1.530 -4.667
H 1.230 4.261 -3.828
H 2.151 2.905 -4.471
C 1.887 -2.458 1.279
Si 0.227 -1.989 2.015
C -1.164 -3.079 1.368
C 0.376 -2.356 3.860
Si -0.229 0.313 1.593
Te -2.326 0.790 0.068
Si 1.457 1.992 1.581
C 0.671 3.596 1.013
C 2.115 2.224 3.334
C 2.898 1.518 0.489
Si -1.681 0.904 3.437
C -3.067 -0.347 3.642
C -0.724 0.889 5.058
C -2.380 2.644 3.263
H 2.005 -3.542 1.356
H 2.695 -2.000 1.854
H 2.011 -2.160 0.240
H -0.973 -4.111 1.675
H -1.235 -3.042 0.282
H -2.128 -2.773 1.779
H 0.704 -3.393 3.974
H -0.570 -2.251 4.391
H 1.117 -1.722 4.351
H -0.136 3.906 1.679
H 0.275 3.505 0.003
H 1.431 4.382 1.015
H 1.421 2.791 3.955
H 3.050 2.788 3.284
H 2.329 1.279 3.835
H 2.599 1.178 -0.499
H 3.492 0.727 0.954
H 3.542 2.395 0.377
H -2.675 -1.341 3.866
H -3.705 -0.424 2.763
H -3.681 -0.038 4.492
H -0.343 -0.094 5.327
H -1.436 1.193 5.832
H 0.105 1.594 5.078
H -2.869 2.820 2.306
H -1.595 3.392 3.381
H -3.112 2.811 4.058
*
```

[4]
Density functional theory data (the ωB97M-V functional and the def2-TZVPD basis) for a molecular structure, C20H29N3SeV.

Calculated values
Frontier orbital gap (spin up / spin down), Ha: 0.302 / 0.338
HOMO (spin up / spin down), eV: -11.3 / -11.7
<S²>: 2.0250
Energy relative to the best compared isomer or geometry (same formula, charge and spin), eV: 0.0000
Total energy, eV: -116707.7369

Structure (ORCA input):
```
! RIJCOSX wB97M-V def2-TZVPD def2/J DEFGRID3
* xyz 1 3
V -1.097 0.035 0.804
C 0.027 0.009 3.672
N -1.111 -0.410 2.833
C -2.356 0.258 3.295
C -1.284 -1.902 2.838
C -2.194 -2.350 1.708
C -3.042 -3.432 1.910
C -3.847 -3.863 0.867
C -3.825 -3.198 -0.355
C -3.006 -2.094 -0.530
C -2.163 -1.646 0.492
H -0.155 -0.272 4.712
H 0.136 1.091 3.606
H 0.933 -0.467 3.304
H -2.519 0.047 4.355
H -3.207 -0.115 2.724
H -2.259 1.335 3.159
H -1.669 -2.200 3.818
H -0.285 -2.328 2.725
H -3.075 -3.941 2.866
H -4.506 -4.710 1.007
H -4.463 -3.533 -1.162
H -3.035 -1.569 -1.479
C -1.166 0.716 -3.053
N -0.428 1.843 -2.488
C 0.697 2.412 -3.044
C 1.126 3.360 -2.183
N 0.258 3.354 -1.112
C 0.407 4.168 0.091
C -0.677 2.418 -1.306
Se -2.159 2.051 -0.191
H -0.746 0.508 -4.033
H -2.218 0.974 -3.143
H -1.044 -0.154 -2.410
H 1.076 2.101 -4.000
H 1.955 4.043 -2.240
H 1.153 4.930 -0.115
H 0.740 3.539 0.915
H -0.544 4.633 0.334
C 2.955 -0.662 -2.692
C 3.117 -0.339 -1.201
C 3.809 -1.513 -0.495
C 3.954 0.936 -1.034
C 1.792 -0.140 -0.587
C 0.717 -0.041 -0.021
H 3.935 -0.850 -3.134
H 2.496 0.174 -3.222
H 2.337 -1.548 -2.838
H 4.792 -1.677 -0.941
H 3.225 -2.427 -0.598
H 3.941 -1.308 0.567
H 4.949 0.783 -1.456
H 4.063 1.200 0.018
H 3.487 1.773 -1.555
*
```